Record 1
# C11H24F6NO15S5V

A molecular structure, C11H24F6NO15S5V (wB97M-V/def2-TZVPD, the OMol25 dataset).

As for the total charge: -1. For the calculated total energy, the calculation gives -140164.798 eV. Its expectation value of S² is 0.76. As for the multiplicity: 2. For the HOMO energy (alpha / beta), the calculation gives -3.10 / -4.82 eV.

Each line ends with the Mulliken charge.
Positions of all 63 atoms, in Å:
O -2.00037 -1.75168 -0.78192  -0.65
V -1.31258 -0.75376 0.28965  1.35
O -1.88811 -0.96078 1.78860  -0.83
C -2.86663 1.78405 -3.02162  0.54
F -3.88669 0.97841 -2.99132  -0.24
F -1.91040 1.28151 -3.82695  -0.15
F -3.35196 2.90763 -3.51133  -0.23
S -2.21238 2.13655 -1.18668  0.42
O -0.75494 2.00009 -1.24581  -0.50
O -2.72733 3.50254 -0.93055  -0.59
N -2.67680 0.81917 -0.21196  0.21
S -3.99049 1.38811 0.48775  0.65
O -3.72629 2.25317 1.65734  -0.61
O -4.97237 1.91034 -0.50374  -0.63
C -4.80300 -0.28366 1.21563  0.61
F -4.52356 -1.30202 0.34125  -0.22
F -4.32378 -0.45457 2.42792  -0.15
F -6.14908 -0.10696 1.24328  -0.24
O 0.28230 -2.23156 0.94850  -0.73
S 1.59879 -2.65633 1.42022  1.21
O 2.60766 -1.68008 1.80707  -0.68
O 1.24893 -3.80775 2.64416  -0.32
C 2.30559 -4.17387 3.56805  -0.19
C 2.41555 -3.09771 4.66299  -1.10
C 2.35623 -3.83120 0.24768  -0.86
H 3.26244 -4.32055 3.06702  0.23
H 2.00485 -5.07755 4.09817  0.34
H 1.47340 -3.02437 5.20619  0.29
H 2.75439 -2.13563 4.27865  0.27
H 3.07049 -3.38564 5.48533  0.41
H 3.07034 -4.36435 0.87530  0.38
H 2.88989 -3.23625 -0.49350  0.25
H 1.64174 -4.51696 -0.20768  0.29
O 0.42365 0.82928 1.14818  0.03
S 1.41555 1.88353 1.29806  1.14
O 2.41062 2.23018 0.29113  -0.70
O 0.61739 3.32591 1.68751  -0.42
C -0.55515 3.28246 2.40979  0.10
C -1.45719 4.53782 2.14676  -1.26
C 2.20443 1.61707 2.99368  -1.12
H -0.22234 3.29935 3.44761  0.28
H -1.09782 2.36295 2.19049  0.20
H -1.84250 4.59506 1.12874  0.15
H -0.94213 5.48378 2.31403  0.43
H -2.23452 4.67454 2.89852  0.36
H 1.39618 1.05931 3.46668  0.30
H 2.36000 2.63336 3.35571  0.45
H 3.08284 1.09723 2.61122  0.39
O 0.45997 -0.54848 -1.39807  -0.01
S 1.12068 -1.04268 -2.55404  0.77
O 1.25689 -2.46018 -2.86088  -0.69
O 0.54589 -0.18452 -3.87570  -0.05
C 0.93586 -0.60483 -5.20532  -0.16
C 0.12045 0.17349 -6.16513  -1.29
C 2.88029 -0.35932 -2.58567  -1.08
H 0.77413 -1.67149 -5.36077  0.29
H 1.97985 -0.32285 -5.34196  0.26
H 0.14139 1.23052 -5.89992  0.27
H -0.92470 -0.13592 -6.15937  0.29
H 0.71015 0.06120 -7.07494  0.45
H 3.37845 -0.78618 -3.45615  0.47
H 3.21156 -0.79556 -1.64331  0.32
H 2.94428 0.72661 -2.65457  0.28



Record 2
# C8H9N3O

A single C8H9N3O molecule (wB97M-V/def2-TZVPD, the OMol25 dataset).

Its energy above the lowest of the compared OMol25 structures with the same formula, charge and spin is 2.345 eV. For the calculated total energy, the calculation gives -14956.871 eV. For the HOMO energy, the calculation gives -7.87 eV. Its SMILES is CNc1ncccc1NC=C=O.

Each line ends with the Mulliken charge.
Positions of all 21 atoms, in Å:
C 0.98906 -2.66310 -0.68457  -0.82
N 0.20004 -1.72031 0.13608  -0.24
C 0.62216 -0.46563 0.21072  0.41
N 1.71430 -0.20799 -0.49604  -0.53
C 2.03937 0.98240 -0.82878  -0.20
C 1.48629 2.15650 -0.28262  -0.79
C 0.39661 1.90841 0.56316  -0.21
C -0.07816 0.62662 0.78150  0.23
N -1.44654 0.55849 1.39411  -0.28
C -2.63757 0.66187 0.60844  -0.56
C -3.06826 -0.02866 -0.44036  0.66
O -3.41998 -0.43867 -1.48241  -0.40
H 1.75969 -2.04623 -0.98894  0.36
H 1.31607 -3.53241 -0.04593  0.30
H 0.40198 -2.95836 -1.66212  0.23
H -0.38451 -2.11957 0.90098  0.31
H 2.98854 0.95791 -1.47222  0.31
H 2.06351 3.10313 -0.45822  0.31
H -0.08257 2.76182 1.07985  0.32
H -1.49747 1.06938 2.26951  0.32
H -3.36257 1.39438 0.89788  0.28



no.,F_max (eV Å⁻¹)
1,4.30
2,3.67